(1)
{"formula": "CH9N2O2", "method": "ωB97M-V with the def2-TZVPD basis set", "species": ["N", "C", "N", "H", "H", "H", "H", "H", "H", "H", "O", "H", "H", "O"], "positions_angstrom": [[-0.4182, -1.3577, -1.1658], [0.6222, -0.6461, -1.5701], [0.8962, 0.6056, -1.1161], [-0.7148, -1.4403, -0.1341], [-0.9876, -1.8783, -1.8472], [0.8993, -0.9459, -2.5947], [1.4469, 1.3024, -1.7077], [0.3531, 1.0676, -0.3668], [-1.1975, 2.6396, 2.0036], [-2.1456, 2.8243, 0.7317], [-1.2836, 2.3919, 1.0640], [0.4705, -1.8315, 2.7510], [1.5157, -1.3771, 2.0552], [0.5435, -1.3544, 1.8971]], "lowdin_charge": [0.1461, -0.1407, 0.1703, 0.1543, 0.1468, 0.1608, 0.1721, 0.1139, 0.0486, 0.0917, -0.1068, 0.0648, 0.0638, -0.0856], "total_charge": 1}

=====

(2)
{"formula": "C21H30N2O6", "method": "ωB97M-V with the def2-TZVPD basis set", "species": ["C", "C", "C", "C", "C", "C", "O", "N", "C", "C", "O", "O", "C", "C", "C", "C", "C", "C", "C", "C", "C", "C", "C", "C", "O", "C", "O", "N", "O", "H", "H", "H", "H", "H", "H", "H", "H", "H", "H", "H", "H", "H", "H", "H", "H", "H", "H", "H", "H", "H", "H", "H", "H", "H", "H", "H", "H", "H", "H"], "positions_angstrom": [[-3.0913, 1.1542, 3.8769], [-3.3453, 1.0157, 2.3780], [-4.8350, 1.1698, 2.0769], [-2.5581, 2.0553, 1.5710], [-1.0415, 1.9638, 1.7655], [-0.5266, 0.5484, 1.5397], [0.0824, -0.0789, 2.3784], [-0.8147, 0.0256, 0.3187], [-0.1244, -1.1672, -0.1149], [1.3677, -0.8437, -0.2757], [1.7939, 0.2869, -0.2997], [2.0857, -1.9341, -0.4190], [3.4954, -1.7679, -0.6531], [3.7619, -1.4164, -2.1292], [4.7822, -2.4471, -2.6129], [4.4482, -3.6873, -1.7892], [4.1868, -3.1116, -0.3986], [-0.6395, -1.6626, -1.4402], [-0.5302, -0.8519, -2.5651], [-0.9859, -1.2967, -3.7932], [-1.5511, -2.5558, -3.9081], [-1.6569, -3.3684, -2.7922], [-1.2018, -2.9250, -1.5623], [-0.2798, 2.9363, 0.8251], [1.1142, 2.8012, 0.9195], [-0.6378, 4.3657, 1.2162], [-1.6683, 4.9367, 0.8938], [0.2587, 4.9379, 2.0230], [0.0676, 6.2685, 2.3936], [-3.7556, 0.4953, 4.4315], [-2.0686, 0.8829, 4.1232], [-3.2738, 2.1767, 4.2005], [-3.0286, 0.0143, 2.0649], [-5.0287, 1.0563, 1.0125], [-5.4125, 0.4195, 2.6116], [-5.1811, 2.1539, 2.3848], [-2.8890, 3.0552, 1.8562], [-2.7971, 1.9323, 0.5114], [-0.7760, 2.2279, 2.7931], [-1.1993, 0.6185, -0.3996], [-0.2240, -1.9328, 0.6615], [3.8474, -0.9819, 0.0220], [2.8276, -1.5271, -2.6835], [4.1082, -0.3916, -2.2456], [5.7936, -2.1103, -2.3814], [4.7128, -2.6201, -3.6852], [3.5419, -4.1556, -2.1748], [5.2497, -4.4233, -1.7896], [5.1284, -2.9426, 0.1231], [3.5574, -3.7528, 0.2149], [-0.0736, 0.1250, -2.4823], [-0.8954, -0.6614, -4.6616], [-1.9053, -2.9034, -4.8669], [-2.0950, -4.3513, -2.8788], [-1.2833, -3.5603, -0.6932], [-0.6241, 2.7908, -0.2115], [1.3930, 1.9421, 0.5586], [1.1899, 4.5838, 2.1753], [-0.7954, 6.4887, 1.9861]], "lowdin_charge": [-0.0634, -0.4257, -0.0775, -0.1365, -0.1650, -0.4697, 0.1097, 0.1414, -0.1592, -0.4303, 0.1188, 0.0651, -0.2647, -0.1155, -0.1875, -0.1878, -0.1194, -0.1749, -0.0327, -0.0714, -0.0835, -0.0734, -0.0204, -0.2541, -0.0022, -0.4429, 0.0581, 0.0438, 0.0098, 0.0778, 0.0711, 0.0870, 0.1308, 0.0755, 0.0748, 0.0823, 0.1217, 0.1225, 0.1564, 0.1375, 0.1644, 0.1527, 0.1224, 0.1168, 0.1129, 0.1084, 0.1156, 0.1078, 0.1192, 0.1184, 0.1213, 0.1056, 0.1032, 0.1048, 0.1170, 0.1617, 0.0659, 0.1554, 0.1002], "smiles": "CC(C)C[C@@H](C(=O)N[C@H](C(=O)OC1CCCC1)c1ccccc1)[C@H](O)C(=O)NO"}

=====

(3)
{"formula": "C7H15N", "method": "ωB97M-V with the def2-TZVPD basis set", "species": ["C", "C", "C", "C", "H", "H", "H", "H", "H", "H", "H", "H", "C", "C", "N", "C", "H", "H", "H", "H", "H", "H", "H"], "positions_angstrom": [[-1.5855, -1.8726, -2.7222], [-0.8211, -2.0045, -1.3933], [-1.2515, -1.4771, -0.2435], [-0.5096, -1.6977, 1.0475], [-1.8793, -0.8355, -2.9861], [-0.9941, -2.3200, -3.5217], [-2.4828, -2.4976, -2.6503], [0.0330, -2.6800, -1.4306], [-2.2781, -0.9660, -0.2348], [0.3655, -2.3955, 0.8977], [-0.0465, -0.7568, 1.3153], [-1.1897, -2.0549, 1.9085], [3.1454, 1.7646, 1.2553], [1.9322, 2.2391, 0.8543], [0.6972, 1.8747, 1.3512], [-0.5162, 2.0977, 0.5860], [3.1848, 0.8931, 1.9184], [4.0892, 2.1857, 0.8801], [1.8991, 2.9743, 0.0136], [0.7284, 1.0805, 1.9688], [-1.4175, 1.9405, 1.2466], [-0.5242, 3.1685, 0.1925], [-0.5785, 1.3394, -0.2534]], "lowdin_charge": [-0.1120, -0.1822, -0.2184, -0.1175, 0.0760, 0.0571, 0.0676, 0.0963, 0.1306, 0.0891, 0.0213, 0.1001, -0.0388, -0.2658, -0.1229, -0.1270, 0.0370, 0.0367, 0.1144, 0.0984, 0.0896, 0.0971, 0.0733], "smiles": "C/C=C/C.C=CNC"}

=====

(4)
{"formula": "C5H10N", "method": "ωB97M-V with the def2-TZVPD basis set", "species": ["C", "C", "C", "C", "N", "C", "H", "H", "H", "H", "H", "H", "H", "H", "H", "H"], "positions_angstrom": [[2.6306, 0.7091, -0.0857], [1.6231, 0.1893, 0.2716], [0.2137, -0.3692, 0.3294], [0.2610, -1.9066, -0.2283], [-0.6313, 0.5318, -0.5023], [-1.6482, 1.2040, 0.3322], [3.5000, 1.2369, -0.0255], [-0.1840, -0.4095, 1.3637], [0.7915, -1.7709, -1.2383], [0.7846, -2.5313, 0.5226], [-0.7438, -2.1791, -0.3603], [-1.0272, -0.1075, -1.2810], [-0.0772, 1.3151, -0.8689], [-0.9882, 1.5353, 1.1118], [-2.1356, 2.0378, -0.0990], [-2.3690, 0.5151, 0.7581]], "lowdin_charge": [0.1688, -0.0689, -0.3106, 0.0065, 0.0129, 0.0132, 0.0290, 0.1514, 0.1194, 0.1067, 0.0502, 0.2205, 0.1782, 0.1042, 0.1003, 0.1183], "total_charge": 1, "smiles": "C#C[C@H](C)[NH2+]C"}

=====

(5)
{"formula": "CH8N4O2", "method": "ωB97M-V with the def2-TZVPD basis set", "species": ["C", "N", "N", "O", "H", "H", "H", "H", "N", "N", "O", "H", "H", "H", "H"], "positions_angstrom": [[-0.9930, -2.0288, -1.0575], [-1.1890, -0.6072, -1.0211], [-1.1241, 0.0312, 0.1103], [-1.2328, 1.2731, 0.0250], [-0.0443, -2.2760, -1.5392], [-0.9862, -2.3963, -0.0313], [-1.8028, -2.5070, -1.6083], [-1.2249, -0.0840, -1.9015], [1.5123, 1.1224, 1.9799], [1.5793, 0.6484, 0.6743], [1.3216, 1.6410, -0.2866], [0.6867, 1.7003, 2.1539], [2.3436, 1.6728, 2.1735], [0.8214, -0.0644, 0.5823], [0.3321, 1.8746, -0.2535]], "lowdin_charge": [-0.0614, -0.0571, -0.1059, -0.1091, 0.0883, 0.0928, 0.0836, 0.1671, -0.0138, -0.2104, -0.1354, 0.0696, 0.0717, 0.0693, 0.0507], "smiles": "CNN=O.NNO"}

=====

(6)
{"formula": "C7H14N2O2", "method": "ωB97M-V with the def2-TZVPD basis set", "species": ["N", "C", "C", "C", "O", "N", "C", "C", "O", "C", "C", "H", "H", "H", "H", "H", "H", "H", "H", "H", "H", "H", "H", "H", "H"], "positions_angstrom": [[1.1017, 2.4267, 0.3251], [0.4836, 1.0563, 0.5577], [1.4462, -0.1673, 0.4821], [1.3586, -0.9003, -0.8383], [1.1459, -0.0092, -1.8844], [0.0242, -1.6888, -0.5259], [-1.1646, -0.7027, -0.4498], [-2.4252, -1.4022, -0.1630], [-2.1506, -0.8246, -1.4508], [-0.9223, 0.6960, 0.1435], [-0.5523, 0.9360, 1.5765], [0.7750, 3.0839, 1.0473], [0.7560, 2.7022, -0.5920], [2.0737, 2.2207, 0.4683], [1.1611, -0.7055, 1.4421], [2.5482, 0.1940, 0.6047], [2.0781, -1.8234, -1.0433], [1.1281, -0.4769, -2.7504], [-0.1916, -2.5974, -1.1545], [0.1171, -2.1685, 0.3428], [-2.6807, -2.4248, -0.1905], [-3.3608, -0.8732, 0.3059], [-1.4282, 1.4768, -0.4703], [-0.9502, 1.8438, 1.8884], [-0.3709, 0.1282, 2.3287]], "lowdin_charge": [0.3206, -0.3698, -0.0337, -0.2666, 0.0583, 0.1731, -0.3373, -0.0140, 0.0556, -0.0565, 0.0168, 0.1944, 0.1880, 0.1632, 0.1554, 0.1766, 0.2202, 0.1644, 0.2676, 0.1517, 0.1154, 0.1830, 0.1956, 0.1166, 0.1616], "total_charge": 2, "smiles": "[NH3+][C@]12C[C@H](O)[NH2+][C@@]3(CO3)[C@H]1C2"}

=====

Quick rundown of HOMO energy, same order as above: -14.902 -9.183 -7.759 -14.740 -9.256 -18.359 eV
Quick rundown of max |F|, same order as above: 3.98 0.63 1.83 3.75 1.68 4.37 eV Å⁻¹
Quick rundown of Kohn-Sham gap, same order as above: 10.574 9.768 8.850 11.367 9.466 11.651 eV